a | The following is a quantum chemistry calculation of 2 unconnected molecules or ions with the total composition C22H25N3O7S, from the Open Molecules 2025 dataset.

SMILES	Cc1cc(=O)oc2cc3c([N+](=O)[O-])c(O)ccc3cc12.CNC(=O)[C@H](CCSC)NC(C)=O
E_HOMO	-0.3232	Ha
gap between HOMO and LUMO	7.6	eV

Geometry as ORCA input:
```
! RIJCOSX wB97M-V def2-TZVPD def2/J DEFGRID3
* xyz 0 1
O 3.622 -1.655 4.379
O -2.947 -3.635 -1.835
O -5.493 0.790 0.404
O 5.077 -1.454 -2.327
O 6.350 -0.103 -3.446
O 4.021 -0.887 2.264
O 4.760 1.785 -4.496
S -0.602 -0.332 1.592
C 3.460 -0.818 3.503
C -3.307 -2.917 -0.919
C -5.035 -0.163 -0.213
C 2.607 0.301 3.877
C 2.328 1.304 2.984
C 3.518 2.894 -2.860
C 3.737 0.100 1.351
C 4.309 1.809 -3.206
C 2.912 1.197 1.642
C 2.981 3.003 -1.585
C 2.677 2.150 0.644
C 4.304 -0.022 0.083
C 4.603 0.781 -2.275
C 3.240 2.017 -0.632
C 4.060 0.904 -0.954
N -5.788 -0.865 -1.073
N -3.120 -1.600 -0.997
N 5.387 -0.322 -2.701
C -0.297 -2.059 1.130
C -3.971 -3.528 0.300
C 1.447 2.457 3.393
C -7.205 -0.616 -1.340
C -1.125 0.366 0.000
C -2.628 0.664 -0.139
C -3.552 -0.567 -0.037
H 5.426 1.079 -4.581
H 2.202 0.307 4.882
H 3.315 3.657 -3.605
H 2.361 3.861 -1.342
H 2.045 3.007 0.853
H 4.949 -0.881 -0.049
H -5.340 -1.616 -1.576
H -2.637 -1.292 -1.826
H 0.465 -2.100 0.352
H 0.056 -2.609 2.003
H -1.212 -2.519 0.766
H -3.428 -3.245 1.199
H -5.004 -3.194 0.369
H -3.950 -4.613 0.200
H 0.565 2.509 2.748
H 1.998 3.399 3.316
H 1.105 2.345 4.426
H -7.680 -1.521 -1.720
H -7.308 0.182 -2.077
H -7.711 -0.309 -0.422
H -0.806 -0.298 -0.804
H -0.591 1.307 -0.133
H -2.904 1.380 0.638
H -2.791 1.141 -1.107
H -3.454 -0.957 0.976
*
```



b | The following is a quantum chemistry calculation of C22H25N3O7S in the gas phase, from the Open Molecules 2025 dataset.

SMILES	COc1ccc(OC)c(NC(=O)CN2C(=O)COc3ccc(S(=O)(=O)N4CCCC4)cc32)c1
E_HOMO	-0.2955	Ha
gap between HOMO and LUMO	8.6	eV

Geometry as ORCA input:
```
! RIJCOSX wB97M-V def2-TZVPD def2/J DEFGRID3
* xyz 0 1
C 3.837 0.739 -2.362
H 4.694 1.402 -2.468
O 4.157 -0.123 -1.288
C 3.207 -0.998 -0.864
C 1.929 -1.097 -1.400
C 1.015 -1.992 -0.864
C 1.360 -2.842 0.191
C 2.645 -2.736 0.717
C 3.550 -1.828 0.202
H 4.541 -1.748 0.620
H 2.952 -3.366 1.536
O 0.413 -3.730 0.595
C 0.655 -4.483 1.757
H -0.259 -5.045 1.936
H 0.856 -3.837 2.617
H 1.489 -5.181 1.619
N -0.302 -2.003 -1.386
C -1.394 -1.726 -0.634
O -1.380 -1.541 0.559
C -2.683 -1.643 -1.466
N -3.619 -0.709 -0.874
C -4.876 -1.141 -0.583
O -5.264 -2.261 -0.830
C -5.799 -0.078 -0.006
H -6.300 0.418 -0.855
O -5.177 0.888 0.813
C -3.964 1.326 0.388
C -3.493 2.537 0.883
C -2.242 3.000 0.520
C -1.492 2.264 -0.374
C -1.951 1.071 -0.894
C -3.180 0.564 -0.492
H -1.310 0.553 -1.586
S 0.192 2.745 -0.712
O 0.757 1.806 -1.655
O 0.280 4.134 -1.051
N 0.812 2.559 0.824
C 0.922 1.167 1.252
H 0.052 0.894 1.854
C 2.238 1.078 2.026
H 2.681 0.088 1.951
C 3.089 2.165 1.371
H 3.906 2.504 2.004
H 3.497 1.802 0.428
C 2.056 3.262 1.120
H 1.901 3.864 2.022
H 2.300 3.926 0.292
H 2.070 1.318 3.077
H 0.948 0.518 0.372
H -1.841 3.919 0.913
H -4.118 3.081 1.574
H -6.561 -0.565 0.606
H -2.475 -1.359 -2.502
H -3.180 -2.619 -1.457
H -0.383 -2.001 -2.392
H 1.607 -0.447 -2.197
H 3.701 0.175 -3.290
H 2.937 1.327 -2.160
*
```



Most stable one: b, least stable one: a.



a | The following is a quantum chemistry calculation of a molecular structure, C24H24As2CsF6N6O7S2, from the Open Molecules 2025 dataset.

E_HOMO (alpha / beta)	-0.1099 / -0.1193	Ha
gap between HOMO and LUMO (alpha / beta)	7.0 / 6.8	eV

Geometry as ORCA input:
```
! RIJCOSX wB97M-V def2-TZVPD def2/J DEFGRID3
* xyz -2 2
Cs -1.328 -0.824 -0.646
N 2.877 1.641 0.219
C 1.633 1.174 0.491
N 0.585 1.888 0.719
C 0.705 3.278 0.595
N -0.294 4.081 0.524
N -1.523 3.453 0.295
C -2.331 3.499 1.252
C -3.745 3.026 1.101
C -4.679 3.468 2.023
C -5.995 3.042 1.916
C -6.332 2.183 0.894
C -5.330 1.792 0.016
N -4.063 2.196 0.101
C 2.069 3.854 0.547
C 2.324 5.211 0.716
C 3.606 5.716 0.593
C 4.657 4.849 0.281
C 4.426 3.499 0.128
C 3.131 2.994 0.280
H 3.496 0.978 -0.231
H 1.560 0.096 0.548
H -2.032 3.880 2.232
H -4.372 4.145 2.814
H -6.741 3.377 2.628
H -7.339 1.804 0.778
H -5.556 1.099 -0.785
H 1.480 5.858 0.928
H 3.792 6.773 0.733
H 5.664 5.232 0.170
H 5.235 2.816 -0.106
O 3.342 -0.862 -1.107
S 2.329 -1.853 -1.425
O 2.748 -3.209 -1.112
O 0.982 -1.550 -0.858
C 2.144 -1.879 -3.220
C 2.709 -2.981 -3.868
C 2.616 -3.115 -5.243
C 1.966 -2.149 -5.995
C 1.404 -1.050 -5.371
C 1.486 -0.895 -3.988
S 0.544 0.458 -3.288
O 1.304 0.977 -2.174
O 0.357 1.392 -4.379
O -0.682 -0.243 -2.891
H 3.204 -3.729 -3.267
H 3.047 -3.985 -5.726
H 1.882 -2.261 -7.070
H 0.886 -0.283 -5.933
O -0.187 1.068 3.544
C 0.273 0.016 3.242
N 0.807 -1.048 3.019
F -2.409 -2.156 1.180
As -4.013 -2.806 1.432
F -4.638 -1.217 1.364
F -4.189 -2.928 -0.290
F -5.564 -3.448 1.665
F -3.325 -4.382 1.442
F -3.767 -2.669 3.122
C 2.378 -3.314 2.093
As 0.535 -2.837 1.740
C 0.034 -4.272 0.448
C -0.327 -3.640 3.275
H 2.375 -4.336 2.472
H 2.759 -2.623 2.836
H 2.965 -3.267 1.177
H 0.292 -5.197 0.971
H 0.625 -4.169 -0.458
H -1.031 -4.254 0.232
H 0.111 -4.629 3.422
H -1.394 -3.739 3.091
H -0.156 -3.013 4.142
*
```



b | The following is a quantum chemistry calculation of a molecular structure, C24H24As2CsF6N6O7S2, from the Open Molecules 2025 dataset.

E_HOMO (alpha / beta)	-0.1230 / -0.1236	Ha
gap between HOMO and LUMO (alpha / beta)	7.1 / 6.5	eV

Geometry as ORCA input:
```
! RIJCOSX wB97M-V def2-TZVPD def2/J DEFGRID3
* xyz -2 2
Cs 1.126 -0.118 -1.086
N -2.577 -2.624 -0.762
C -1.526 -1.789 -0.558
N -1.211 -1.260 0.565
C -2.072 -1.433 1.647
N -1.960 -0.736 2.712
N -0.917 0.139 2.792
C -1.027 1.241 2.173
C 0.011 2.287 2.269
C -0.035 3.337 1.348
C 0.962 4.293 1.389
C 1.958 4.191 2.350
C 1.903 3.124 3.233
N 0.960 2.187 3.205
C -3.145 -2.431 1.542
C -3.937 -2.810 2.620
C -4.965 -3.722 2.457
C -5.209 -4.267 1.200
C -4.427 -3.912 0.118
C -3.389 -2.996 0.286
H -2.786 -2.918 -1.699
H -0.927 -1.587 -1.440
H -1.882 1.437 1.520
H -0.811 3.352 0.597
H 0.970 5.098 0.665
H 2.761 4.914 2.408
H 2.663 3.008 4.001
H -3.727 -2.365 3.584
H -5.576 -4.011 3.303
H -6.013 -4.981 1.064
H -4.608 -4.343 -0.860
O -0.353 -0.188 -3.338
S 0.117 1.038 -3.988
O 0.461 0.853 -5.386
O 1.145 1.733 -3.212
C -1.294 2.190 -4.027
C -1.460 2.840 -5.250
C -2.441 3.800 -5.429
C -3.279 4.130 -4.376
C -3.130 3.492 -3.158
C -2.149 2.520 -2.963
S -2.192 1.741 -1.331
O -2.926 0.508 -1.536
O -2.886 2.696 -0.463
O -0.803 1.575 -0.930
H -0.792 2.565 -6.053
H -2.545 4.290 -6.391
H -4.050 4.883 -4.500
H -3.769 3.732 -2.320
O 5.142 1.747 -2.172
C 5.038 0.776 -1.501
N 5.005 -0.224 -0.831
F 1.616 -2.427 0.105
As 1.640 -4.157 0.041
F 0.074 -4.224 0.792
F 0.891 -4.124 -1.520
F 1.709 -5.898 -0.003
F 3.216 -4.081 -0.681
F 2.391 -4.176 1.622
C 4.985 0.955 1.921
As 3.998 -0.510 1.111
C 5.081 -2.064 1.474
C 2.602 -0.706 2.510
H 5.169 0.732 2.973
H 4.379 1.859 1.847
H 5.923 1.104 1.392
H 5.488 -1.989 2.483
H 5.876 -2.111 0.736
H 4.451 -2.950 1.398
H 3.117 -0.891 3.456
H 1.958 -1.546 2.263
H 2.011 0.203 2.590
*
```



Most stable one: b, least stable one: a.



a | The following is a quantum chemistry calculation of 4 unconnected molecules or ions with the total composition C4H16O4, from the Open Molecules 2025 dataset.

SMILES	CCCCO.O.O.O
E_HOMO	-0.3453	Ha
gap between HOMO and LUMO	9.7	eV

Geometry as ORCA input:
```
! RIJCOSX wB97M-V def2-TZVPD def2/J DEFGRID3
* xyz 0 1
C -1.060 -0.939 -1.428
O -1.828 0.213 -1.723
C 0.034 -0.626 -0.404
C 0.994 -1.824 -0.351
C 2.206 -1.634 0.534
H -1.713 -1.727 -1.074
H -0.522 -1.130 -2.357
H -2.386 0.440 -0.970
H -0.464 -0.442 0.550
H 0.490 0.298 -0.741
H 1.295 -1.959 -1.389
H 0.393 -2.689 -0.090
H 2.720 -0.707 0.282
H 2.947 -2.418 0.368
H 1.993 -1.563 1.605
H -2.254 0.729 1.673
H -2.713 1.521 0.510
O -2.784 0.625 0.877
H 1.514 2.469 1.480
H 1.707 0.980 1.254
O 1.583 1.813 0.774
H -0.124 2.315 0.300
H -1.001 3.583 0.009
O -1.025 2.674 0.312
*
```



b | The following is a quantum chemistry calculation of 4 unconnected molecules or ions with the total composition C4H16O4, from the Open Molecules 2025 dataset.

SMILES	CO.CO.CO.CO
E_HOMO	-0.3620	Ha
gap between HOMO and LUMO	10.5	eV

Geometry as ORCA input:
```
! RIJCOSX wB97M-V def2-TZVPD def2/J DEFGRID3
* xyz 0 1
C 2.852 -1.897 -2.151
O 4.113 -1.812 -1.556
H 2.270 -2.644 -1.610
H 2.249 -0.998 -2.024
H 3.108 -2.136 -3.183
H 4.580 -1.044 -1.893
C -1.151 3.117 3.087
O -1.927 4.240 2.694
H -1.672 2.218 3.415
H -0.302 2.798 2.483
H -0.682 3.344 4.044
H -2.646 4.387 3.312
C -0.581 0.747 -1.372
O -0.793 0.946 -0.033
H 0.285 1.301 -1.733
H -0.623 -0.285 -1.719
H -1.521 1.136 -1.765
H -0.545 1.815 0.290
C -1.168 -2.876 -0.170
O -1.255 -1.949 0.836
H -0.214 -2.887 -0.697
H -1.414 -3.843 0.269
H -1.838 -2.605 -0.987
H -1.124 -1.073 0.464
*
```



Most stable one: a, least stable one: b.



a | The following is a quantum chemistry calculation of 2 unconnected molecules or ions with the total composition C3H11ClN2Si, from the Open Molecules 2025 dataset.

E_HOMO (alpha / beta)	-0.2737 / -0.2737	Ha
gap between HOMO and LUMO (alpha / beta)	8.2 / 8.2	eV

Geometry as ORCA input:
```
! RIJCOSX wB97M-V def2-TZVPD def2/J DEFGRID3
* xyz 0 1
C -1.047 -1.605 -0.806
C -2.091 0.564 -0.863
C -1.262 0.898 1.643
N -1.135 -0.377 -0.339
N -0.587 -0.101 0.810
Si 3.767 -0.380 -0.057
Cl 5.444 0.639 -0.703
H -1.335 -1.759 -1.759
H -0.630 -2.364 -0.123
H 4.300 -1.022 1.101
H -1.721 1.548 -1.083
H -2.460 0.135 -1.729
H -2.934 0.812 -0.206
H -0.697 0.820 2.603
H -1.414 1.930 1.062
H -2.378 0.573 1.748
H 2.813 0.691 0.033
H 3.367 -1.002 -1.331
*
```



b | The following is a quantum chemistry calculation of 2 unconnected molecules or ions with the total composition C3H11ClN2Si, from the Open Molecules 2025 dataset.

E_HOMO (alpha / beta)	-0.2554 / -0.2422	Ha
gap between HOMO and LUMO (alpha / beta)	7.3 / 7.4	eV

Geometry as ORCA input:
```
! RIJCOSX wB97M-V def2-TZVPD def2/J DEFGRID3
* xyz 0 1
C 1.117 1.361 1.117
C -0.855 1.480 -0.442
C -1.516 -1.237 0.527
N -0.185 0.840 0.622
N -0.314 -0.473 0.781
Si 1.350 -1.651 -1.165
Cl 0.779 -1.341 -3.088
H 1.386 0.789 2.022
H 1.914 1.265 0.343
H 0.986 2.304 1.621
H -0.472 2.567 -0.397
H -0.543 1.066 -1.430
H -1.911 1.462 -0.399
H -2.171 -1.019 1.394
H -1.980 -0.998 -0.462
H -1.120 -2.308 0.810
H 0.883 -2.913 -0.904
H 2.650 -1.193 -0.950
*
```



Most stable one: a, least stable one: b.